Entry from the OMol25 dataset: C9H22AlCl2NO5P as an isolated structure (ωB97M-V with the def2-TZVPD basis set).

HOMO-LUMO gap in eV: 6.02
Molecular weight in u: 353.139
Multiplicity: 1
Calculated total energy in hartree: -2291.27887
LUMO in eV: 2.53
Net charge: -1

Each line ends with the natural charge from an NBO analysis.
Positions of all 41 atoms, in Å:
C: -3.230 2.399 -3.172  -0.64
C: -3.081 1.760 -1.670  -0.44
C: -2.507 0.225 -1.619  -0.72
Cl: -1.139 -0.138 -2.826  -0.15
Al: -1.778 -0.333 0.248  1.52
N: -1.904 -2.293 0.266  -1.41
C: 0.202 0.104 0.537  -1.03
C: 0.510 1.546 1.251  -0.15
C: -0.081 1.690 2.787  -0.67
Cl: 0.072 3.028 0.162  -0.14
P: -3.217 0.418 1.905  0.56
O: -4.854 0.525 1.251  -0.98
O: -3.283 -0.680 3.272  -1.02
H: -2.323 2.215 -3.887  0.22
H: -4.228 2.056 -3.725  0.19
H: -3.322 3.584 -3.061  0.19
H: -2.467 2.526 -1.007  0.21
H: -4.178 1.760 -1.199  0.22
H: -3.447 -0.486 -1.807  0.22
H: -1.134 -2.643 0.884  0.35
H: -2.850 -2.576 0.606  0.36
H: 0.735 -0.789 1.094  0.23
H: 0.705 0.144 -0.545  0.24
H: 1.696 1.613 1.363  0.20
H: 0.625 2.262 3.525  0.21
H: -0.357 0.590 3.147  0.21
H: -1.110 2.273 2.686  0.25
H: -5.354 1.124 1.886  0.48
H: -2.362 -0.921 3.587  0.48
C: 2.547 -2.319 -1.694  -0.26
O: 3.967 -2.382 -1.578  -0.50
C: 4.467 -1.744 -0.489  0.98
O: 3.816 -1.149 0.355  -0.63
O: 5.817 -1.883 -0.503  -0.50
C: 6.482 -1.257 0.592  -0.25
H: 2.258 -2.861 -2.599  0.20
H: 2.068 -2.801 -0.836  0.20
H: 2.214 -1.281 -1.794  0.21
H: 6.160 -1.696 1.542  0.19
H: 6.306 -0.176 0.584  0.19
H: 7.556 -1.431 0.480  0.19

Cartesian forces (eV/Å) of the 3 atoms listed first:
C -0.524 1.060 -0.160
C -0.463 0.479 -0.512
C -2.226 0.796 0.993

***

Entry from the OMol25 dataset: C9H22AsN2O2SeSi2V as an isolated structure (ωB97M-V with the def2-TZVPD basis set).

Energy relative to the best compared isomer or geometry (same formula, charge and spin) in kcal per mole: 0.00
HOMO-LUMO gap (spin up / spin down) in eV: 7.50 / 8.50
Molecular weight in u: 451.285
Multiplicity: 3
Calculated total energy in hartree: -6776.45398
LUMO (spin up / spin down) in eV: -0.86 / -0.09
Net charge: 0

Each line ends with the natural charge from an NBO analysis.
Positions of all 40 atoms, in Å:
V: -0.642 0.912 0.148  1.32
N: -0.002 -0.204 1.843  -0.82
C: -0.027 0.745 2.976  -0.34
C: 0.279 2.161 2.485  0.78
O: 0.647 3.025 3.231  -0.56
O: 0.071 2.340 1.183  -0.78
H: -0.528 -1.050 2.035  0.41
H: 0.955 -0.502 1.662  0.39
H: 0.678 0.486 3.764  0.23
H: -1.035 0.753 3.392  0.24
Se: 1.478 -2.234 -2.837  -0.08
C: 0.511 -1.164 -1.848  0.19
N: -0.148 -0.458 -1.169  -0.80
C: -3.063 -2.218 0.160  -1.13
Si: -3.791 -0.733 -0.730  1.42
C: -3.367 -0.817 -2.555  -1.13
C: -5.657 -0.753 -0.528  -1.12
As: -3.058 1.203 0.408  -0.57
Si: -2.865 2.833 -1.283  1.39
C: -1.470 2.425 -2.483  -1.13
C: -4.509 3.003 -2.167  -1.12
C: -2.434 4.440 -0.432  -1.12
H: -3.548 -3.136 -0.179  0.25
H: -3.220 -2.144 1.239  0.23
H: -1.992 -2.316 -0.035  0.24
H: -3.886 -1.678 -2.988  0.24
H: -2.298 -0.954 -2.720  0.25
H: -3.689 0.067 -3.107  0.24
H: -6.087 -1.617 -1.041  0.24
H: -6.115 0.147 -0.942  0.24
H: -5.936 -0.807 0.525  0.24
H: -1.539 1.437 -2.939  0.25
H: -0.474 2.512 -2.026  0.22
H: -1.482 3.173 -3.283  0.26
H: -4.849 2.075 -2.629  0.24
H: -4.444 3.762 -2.951  0.24
H: -5.272 3.319 -1.454  0.25
H: -1.494 4.371 0.119  0.25
H: -3.212 4.726 0.278  0.25
H: -2.339 5.240 -1.171  0.24

Cartesian forces (eV/Å) of the 3 atoms listed first:
V -0.088 0.182 0.202
N 0.029 0.002 -0.150
C 0.042 0.078 0.108

***

Entry from the OMol25 dataset: C9H22BFI2N2O5S as an isolated structure (ωB97M-V with the def2-TZVPD basis set).

HOMO-LUMO gap in eV: 9.00
Molecular weight in u: 553.969
Multiplicity: 1
Calculated total energy in hartree: -1960.17911
LUMO in eV: 0.03
Net charge: 0

Each line ends with the natural charge from an NBO analysis.
Positions of all 43 atoms, in Å:
C: 1.392 2.285 2.697  -0.68
C: 0.875 2.862 1.408  -0.15
I: 2.353 3.262 0.003  0.20
C: -0.415 3.071 1.170  -0.07
I: -1.170 3.898 -0.597  0.19
N: -1.347 2.590 2.151  -1.01
B: -1.779 1.189 1.771  1.27
N: -1.004 0.069 2.293  -1.18
O: -2.796 1.028 0.861  -0.93
S: -2.483 3.637 2.705  2.55
O: -1.977 4.957 2.682  -0.89
O: -3.790 3.313 2.258  -0.90
F: -2.434 3.145 4.194  -0.48
H: 2.464 2.429 2.789  0.23
H: 1.197 1.212 2.736  0.26
H: 0.876 2.735 3.545  0.24
H: -1.518 -0.502 2.952  0.40
H: -0.717 -0.499 1.501  0.41
H: -3.610 0.700 1.263  0.52
C: -1.656 -1.207 -2.882  -0.63
C: -1.024 -2.160 -1.881  0.10
C: -1.813 -3.452 -1.747  -0.63
O: -0.893 -1.522 -0.607  -0.74
H: -2.663 -0.930 -2.557  0.20
H: -1.070 -0.292 -2.962  0.22
H: -1.728 -1.663 -3.870  0.21
H: -0.004 -2.390 -2.193  0.18
H: -2.826 -3.241 -1.391  0.20
H: -1.338 -4.118 -1.027  0.22
H: -1.889 -3.970 -2.703  0.22
H: -1.782 -1.309 -0.298  0.47
C: 2.833 -0.584 -2.314  -0.63
C: 3.419 -1.220 -1.062  0.10
C: 2.560 -2.374 -0.566  -0.64
O: 3.575 -0.244 -0.035  -0.72
H: 1.839 -0.178 -2.100  0.20
H: 3.461 0.239 -2.654  0.22
H: 2.741 -1.310 -3.123  0.21
H: 4.427 -1.580 -1.273  0.17
H: 1.561 -2.012 -0.305  0.21
H: 2.996 -2.818 0.328  0.22
H: 2.459 -3.150 -1.328  0.20
H: 2.699 0.104 0.166  0.46

Cartesian forces (eV/Å) of the 3 atoms listed first:
C 0.016 -0.133 0.056
C 0.492 -0.065 0.159
I 0.001 0.035 -0.085

***

Entry from the OMol25 dataset: a 3-piece molecular cluster, C9H22BFN2O9S4 overall (ωB97M-V with the def2-TZVPD basis set).

HOMO-LUMO gap in eV: 9.53
Molecular weight in u: 460.358
Multiplicity: 1
Calculated total energy in hartree: -2860.24917
LUMO in eV: -0.85
Net charge: 0

Each line ends with the natural charge from an NBO analysis.
Positions of all 48 atoms, in Å:
C: -5.568 -1.494 -3.784  -0.58
C: -4.398 -1.949 -4.706  -0.82
B: -3.099 -2.079 -3.865  1.16
O: -3.004 -2.981 -2.857  -0.88
N: -1.818 -1.269 -4.127  -0.81
N: -1.034 -1.865 -5.187  -0.36
C: 0.003 -2.390 -4.796  0.22
S: 1.330 -3.023 -4.331  0.18
S: -2.013 0.330 -4.282  2.54
O: -1.715 0.833 -5.572  -0.88
O: -3.223 0.674 -3.614  -0.92
F: -0.860 0.822 -3.340  -0.48
H: -5.949 -0.538 -4.142  0.22
H: -6.397 -2.196 -3.823  0.21
H: -5.263 -1.336 -2.752  0.21
H: -4.658 -2.919 -5.134  0.25
H: -4.276 -1.241 -5.525  0.23
H: -2.558 -2.655 -2.067  0.51
C: 0.046 1.298 3.380  -0.64
C: -0.930 2.368 2.939  -0.08
O: -1.286 2.260 1.539  -0.73
S: -2.326 1.133 1.130  2.39
C: -2.667 1.710 -0.491  -0.89
O: -3.486 1.256 1.959  -0.94
O: -1.653 -0.128 1.041  -0.95
H: -0.412 0.311 3.366  0.23
H: 0.388 1.502 4.395  0.22
H: 0.911 1.267 2.720  0.22
H: -1.840 2.362 3.541  0.20
H: -0.485 3.357 3.029  0.19
H: -3.151 2.681 -0.435  0.25
H: -3.327 0.982 -0.956  0.26
H: -1.730 1.768 -1.039  0.25
C: 6.542 -0.202 4.886  -0.64
C: 5.580 0.856 4.388  -0.08
O: 5.283 0.724 2.978  -0.72
S: 4.266 -0.418 2.550  2.39
C: 3.981 0.139 0.907  -0.89
O: 3.071 -0.281 3.325  -0.95
O: 4.945 -1.675 2.513  -0.93
H: 6.089 -1.192 4.866  0.23
H: 6.833 0.023 5.912  0.22
H: 7.434 -0.232 4.262  0.22
H: 4.647 0.851 4.952  0.20
H: 6.017 1.848 4.481  0.20
H: 3.493 1.109 0.945  0.25
H: 3.334 -0.597 0.436  0.26
H: 4.934 0.197 0.389  0.25

Cartesian forces (eV/Å) of the 3 atoms listed first:
C -0.040 0.307 -0.428
C -0.087 0.090 0.157
B 0.138 -0.448 0.037